A structure of composition C24H22N2O4ReSSe2. Source: the OMol25 dataset; level of theory: wB97M-V/def2-TZVPD.

Each line ends with the Mulliken charge.
Geometry (Å):
Re  -0.55  0.18  0.05  1.307
S  3.69  0.56  -1.38  -0.216
C  3.66  -0.87  -0.39  0.949
C  4.72  -1.72  -0.07  -0.643
C  4.45  -2.78  0.76  -0.632
C  3.17  -3.00  1.27  -0.785
C  2.12  -2.17  0.94  -0.500
C  2.38  -1.10  0.10  -0.482
N  1.46  -0.15  -0.36  0.545
C  2.03  0.78  -1.11  0.796
C  1.19  1.87  -1.57  0.194
C  1.61  2.94  -2.35  -0.686
C  0.70  3.94  -2.67  -0.846
C  -0.60  3.89  -2.20  -0.694
C  -1.03  2.82  -1.41  -0.528
C  -0.14  1.79  -1.10  0.009
H  5.72  -1.54  -0.45  0.455
H  5.25  -3.46  1.04  0.448
H  2.99  -3.85  1.93  0.460
H  1.12  -2.35  1.33  0.504
H  2.63  3.00  -2.70  0.488
H  1.02  4.78  -3.27  0.443
H  -1.29  4.68  -2.44  0.465
H  -2.05  2.80  -1.05  0.528
O  -2.46  0.60  0.58  -0.712
C  -2.91  0.95  1.72  0.197
C  -2.18  1.05  2.91  0.731
C  -2.88  1.44  4.08  -0.618
C  -2.21  1.51  5.26  -0.493
C  -0.85  1.20  5.35  -0.406
C  -0.14  0.82  4.22  -0.723
C  -0.80  0.74  3.00  0.357
O  -0.09  0.37  1.93  -0.608
N  -2.94  1.92  6.48  1.033
O  -2.30  1.96  7.50  -0.581
O  -4.11  2.17  6.35  -0.585
H  -3.98  1.19  1.74  0.464
H  -3.94  1.68  4.05  0.564
H  -0.36  1.28  6.31  0.546
H  0.91  0.58  4.27  0.507
C  -0.56  -4.51  -2.89  -1.001
Se  0.65  -3.42  -1.82  0.151
C  0.92  -1.99  -3.10  -0.506
C  -0.34  -1.23  -3.46  -0.886
Se  -1.59  -1.07  -1.94  0.292
C  -2.77  0.24  -2.77  -1.049
H  -0.09  -4.73  -3.85  0.333
H  -1.52  -4.02  -3.03  0.279
H  -0.71  -5.43  -2.35  0.388
H  1.37  -2.38  -4.02  0.564
H  1.66  -1.33  -2.64  -0.037
H  -0.94  -1.78  -4.18  0.554
H  -0.15  -0.24  -3.85  0.565
H  -2.19  1.08  -3.13  0.345
H  -3.48  0.56  -2.01  0.308
H  -3.28  -0.26  -3.58  0.446

Computed properties:
- Total charge: +2
- HOMO (spin up / spin down): -14.00 / -13.99 eV
- Energy above the lowest of the compared OMol25 structures with the same formula, charge and spin: 43.1 kJ/mol
- Molar mass: 778.6 g/mol
- Lowest unoccupied orbital energy (spin up / spin down): -7.0 / -8.2 eV
- Multiplicity: 4
- Kohn-Sham gap (spin up / spin down): 7.01 / 5.83 eV
- Expectation value of S²: 3.787

A structure of composition C24H22N8O7P2Sr in a non-equilibrium geometry. Source: the OMol25 dataset; level of theory: wB97M-V/def2-TZVPD.

Each line ends with the Mulliken charge.
Geometry (Å):
Sr  1.21  -0.98  -0.56  1.573
N  -0.81  -0.19  3.60  0.164
C  -0.37  0.24  2.42  -0.432
N  -0.74  -0.59  1.46  0.291
C  -1.41  -1.56  2.16  0.062
N  -1.49  -1.35  3.46  -0.780
C  -2.01  -2.78  1.57  0.378
C  -2.45  -3.80  2.40  -0.258
N  -3.00  -4.91  1.92  -0.641
C  -3.11  -4.98  0.60  -0.354
C  -2.64  -3.97  -0.23  -0.181
N  -2.08  -2.86  0.24  -0.093
H  -0.70  0.24  4.50  0.207
H  0.18  1.16  2.30  0.464
H  -2.33  -3.71  3.47  0.481
H  -3.56  -5.86  0.17  0.395
H  -2.72  -4.08  -1.30  0.421
N  -3.36  8.96  -0.07  -0.534
C  -2.88  7.91  -0.13  -0.113
C  -2.29  6.59  -0.20  0.640
C  -2.18  5.83  0.95  -0.937
C  -1.60  4.57  0.88  0.008
C  -1.14  4.07  -0.34  -1.179
C  -1.26  4.85  -1.48  -0.104
C  -1.82  6.11  -1.42  -0.876
C  -0.52  2.71  -0.42  1.840
C  0.74  2.59  0.22  -0.427
C  1.48  3.64  0.81  -0.455
C  2.65  3.07  1.31  -1.250
C  2.56  1.70  0.99  -0.693
N  1.43  1.40  0.35  0.448
C  -1.23  1.76  -1.10  -0.373
C  -2.57  1.91  -1.63  -0.607
C  -2.91  0.72  -2.21  -1.337
C  -1.76  -0.13  -2.02  -0.358
N  -0.79  0.46  -1.37  0.330
H  -2.55  6.21  1.89  0.442
H  -1.50  3.97  1.77  0.466
H  -0.90  4.46  -2.43  0.497
H  -1.91  6.72  -2.31  0.442
H  1.20  4.68  0.84  0.579
H  3.46  3.57  1.81  0.445
H  3.28  0.92  1.24  0.505
H  -3.17  2.80  -1.55  0.525
H  -3.83  0.47  -2.70  0.438
H  -1.67  -1.15  -2.35  0.513
C  3.49  -4.92  -0.22  -1.601
C  3.02  -3.89  -1.26  0.817
O  3.27  -4.27  -2.60  -0.543
P  3.76  -2.16  -0.94  1.114
O  5.30  -2.36  -1.10  -0.573
O  3.30  -1.76  0.48  -0.753
O  3.15  -1.21  -1.99  -0.929
P  1.11  -3.80  -1.14  0.834
O  0.79  -2.55  -2.24  -0.651
O  0.33  -5.01  -1.32  -0.688
O  1.00  -3.10  0.39  -0.612
H  4.54  -5.13  -0.40  0.482
H  2.91  -5.84  -0.33  0.409
H  3.38  -4.55  0.80  0.332
H  4.20  -4.49  -2.70  0.417
H  5.86  -1.56  -1.17  0.424
H  1.93  -2.70  0.57  0.423
H  1.71  -2.10  -2.38  0.528

Computed properties:
- Total charge: 0
- HOMO: -7.29 eV
- Energy above the lowest of the compared OMol25 structures with the same formula, charge and spin: 334.6 kJ/mol
- Molar mass: 684.1 g/mol
- Lowest unoccupied orbital energy: -0.3 eV
- Kohn-Sham gap: 6.94 eV

A structure of composition C24H23As2BrMnNO6 in a non-equilibrium geometry. Source: the OMol25 dataset; level of theory: wB97M-V/def2-TZVPD.

Each line ends with the Mulliken charge.
Geometry (Å):
Mn  0.10  0.29  -0.60  -0.169
O  -3.64  1.27  -1.09  -0.558
C  -2.54  1.13  -0.62  0.061
O  -1.79  0.01  -0.68  -0.477
C  -1.83  2.20  0.19  0.685
C  -2.35  3.26  0.91  -0.799
C  -1.51  3.87  1.84  -0.225
C  -0.25  3.35  2.11  -0.877
C  0.18  2.28  1.36  0.718
N  -0.57  1.84  0.36  0.608
C  1.28  1.27  1.65  0.262
O  2.21  1.51  2.38  -0.576
O  1.02  0.11  1.05  -0.545
H  -3.38  3.55  0.77  0.544
H  -1.88  4.70  2.43  0.457
H  0.37  3.71  2.92  0.574
C  -1.95  0.47  -3.83  -1.265
As  -0.21  0.62  -3.01  1.577
C  0.47  2.28  -3.72  -1.297
C  0.80  -0.78  -3.87  0.335
C  1.11  -0.72  -5.23  -0.947
C  1.80  -1.76  -5.83  -0.763
C  2.16  -2.88  -5.08  -0.721
C  1.84  -2.95  -3.73  -0.749
C  1.16  -1.90  -3.13  0.025
As  0.64  -1.95  -1.27  1.273
C  1.85  -3.12  -0.34  -1.254
C  -0.94  -3.08  -1.38  -1.179
H  -1.79  0.34  -4.90  0.529
H  -2.53  1.37  -3.64  0.480
H  -2.48  -0.38  -3.42  0.321
H  0.22  2.33  -4.77  0.530
H  1.54  2.33  -3.57  0.316
H  -0.02  3.09  -3.19  0.454
H  0.83  0.15  -5.81  0.392
H  2.05  -1.71  -6.88  0.414
H  2.69  -3.69  -5.55  0.417
H  2.13  -3.81  -3.15  0.457
H  1.62  -4.14  -0.61  0.463
H  1.70  -2.97  0.72  0.409
H  2.87  -2.85  -0.60  0.369
H  -0.67  -3.98  -1.92  0.457
H  -1.75  -2.57  -1.89  0.267
H  -1.27  -3.34  -0.37  0.455
Br  4.50  5.59  0.23  -0.183
C  4.83  3.87  -0.42  -0.212
C  6.14  3.50  -0.75  -0.442
C  6.37  2.23  -1.23  -0.646
C  5.31  1.33  -1.36  -0.478
C  4.00  1.72  -1.03  0.565
C  3.75  2.99  -0.56  -0.148
C  2.90  0.71  -1.13  0.316
O  3.16  -0.47  -1.17  -0.557
O  1.70  1.25  -1.14  -0.269
H  6.95  4.20  -0.63  0.424
H  7.38  1.93  -1.49  0.413
H  5.48  0.31  -1.71  0.460
H  2.75  3.29  -0.29  0.308

Computed properties:
- Total charge: +1
- HOMO (spin up / spin down): -11.08 / -11.08 eV
- Energy above the lowest of the compared OMol25 structures with the same formula, charge and spin: 29.9 kJ/mol
- Molar mass: 706.1 g/mol
- Lowest unoccupied orbital energy (spin up / spin down): -6.6 / -4.6 eV
- Multiplicity: 2
- Kohn-Sham gap (spin up / spin down): 4.49 / 6.51 eV
- Expectation value of S²: 1.128

A structure of composition C24H23AuGeN2O3 in a non-equilibrium geometry. Source: the OMol25 dataset; level of theory: wB97M-V/def2-TZVPD.

Each line ends with the Mulliken charge.
Geometry (Å):
Au  -0.74  -0.24  -0.62  1.038
O  0.23  -0.08  1.41  -0.495
N  0.40  1.09  1.89  -0.487
N  -0.29  2.03  1.38  1.063
O  -1.14  1.87  0.38  -0.874
C  -0.12  3.36  1.90  0.361
C  0.34  3.55  3.19  -0.250
C  0.50  4.85  3.65  -0.581
C  0.19  5.93  2.84  -0.458
C  -0.28  5.72  1.55  -0.595
C  -0.44  4.43  1.07  -0.368
H  0.57  2.70  3.82  0.465
H  0.86  5.01  4.66  0.379
H  0.32  6.94  3.21  0.393
H  -0.52  6.56  0.92  0.376
H  -0.81  4.24  0.07  0.395
C  2.34  -0.91  -1.73  -0.508
O  1.10  -0.40  -2.06  -0.438
H  2.31  -2.01  -1.70  0.255
H  2.58  -0.56  -0.72  0.288
H  3.10  -0.55  -2.42  0.294
C  -3.87  1.92  -0.16  -1.248
Ge  -3.01  0.25  0.29  0.651
C  -3.46  -0.35  2.06  0.452
C  -4.84  -0.46  2.28  -0.482
C  -5.31  -0.88  3.51  -0.710
C  -4.42  -1.17  4.54  -0.485
C  -3.06  -1.06  4.32  -0.793
C  -2.57  -0.65  3.09  0.170
C  -2.77  -0.98  -1.22  -0.594
C  -3.10  -0.48  -2.48  0.584
C  -3.04  -1.29  -3.62  -1.141
C  -2.58  -2.58  -3.51  -0.602
C  -2.21  -3.14  -2.27  0.386
C  -1.74  -4.47  -2.19  -0.874
C  -1.41  -5.02  -0.98  -0.638
C  -1.55  -4.26  0.20  -0.897
C  -1.99  -2.97  0.15  0.157
C  -2.31  -2.35  -1.09  0.888
H  -4.94  1.75  -0.27  0.441
H  -3.47  2.36  -1.07  0.422
H  -3.70  2.60  0.67  0.366
H  -5.55  -0.23  1.50  0.322
H  -6.38  -0.96  3.68  0.415
H  -4.80  -1.49  5.50  0.400
H  -2.36  -1.29  5.12  0.426
H  -1.50  -0.57  2.93  0.420
H  -3.43  0.54  -2.57  0.370
H  -3.33  -0.88  -4.57  0.433
H  -2.51  -3.20  -4.40  0.438
H  -1.66  -5.05  -3.10  0.421
H  -1.06  -6.04  -0.92  0.418
H  -1.32  -4.71  1.15  0.463
H  -2.12  -2.42  1.08  0.168

Computed properties:
- Total charge: +1
- HOMO (spin up / spin down): -11.36 / -11.34 eV
- Energy above the lowest of the compared OMol25 structures with the same formula, charge and spin: 56.0 kJ/mol
- Molar mass: 657.0 g/mol
- Lowest unoccupied orbital energy (spin up / spin down): -4.0 / -5.5 eV
- Multiplicity: 2
- Kohn-Sham gap (spin up / spin down): 7.33 / 5.89 eV
- Expectation value of S²: 0.757